No. 1
# C28H31N8O13PdS2

C28H31N8O13PdS2 as an isolated structure in a non-equilibrium geometry (ωB97M-V/def2-TZVPD, the Open Molecules 2025 dataset).

The geometry in XYZ format:
```
83
Properties=species:S:1:pos:R:3:forces:R:3
Pd 0.5560 -0.9995 0.7093 0.256 -0.772 1.368
C -4.7612 -6.4942 0.6876 0.081 0.056 -0.025
C -4.1141 -5.1888 0.3107 -0.013 -0.030 0.015
C -4.4488 -4.5314 -0.8669 -0.010 0.004 -0.025
C -3.8331 -3.3386 -1.2142 0.010 0.035 -0.056
C -2.8877 -2.7937 -0.3633 0.125 0.124 -0.171
C -2.5431 -3.4262 0.8210 -0.099 -0.012 0.020
C -3.1549 -4.6230 1.1464 0.003 0.088 -0.027
S -2.0632 -1.2892 -0.8305 0.404 -0.092 -0.197
O -2.2448 -0.3036 0.2113 -0.228 -0.075 0.118
O -2.5638 -0.9377 -2.1420 -0.095 -0.168 -0.126
N -0.4627 -1.5711 -0.9017 -1.766 0.736 -1.065
C -0.0410 -2.7860 -1.5571 0.279 -1.286 1.038
C 0.2343 -3.9171 -0.4588 -0.609 0.781 -1.736
O -0.0398 -5.0715 -0.7888 0.343 -0.021 0.559
O 0.7357 -3.4478 0.6013 0.253 0.441 0.647
H -5.3625 -6.8892 -0.1306 -0.022 -0.006 0.012
H -5.4046 -6.3661 1.5606 -0.018 -0.045 -0.004
H -3.9965 -7.2300 0.9396 -0.040 -0.044 0.017
H -5.1864 -4.9622 -1.5344 -0.008 -0.027 0.020
H -4.0682 -2.8242 -2.1366 -0.003 -0.038 0.004
H -1.8014 -2.9880 1.4676 0.143 -0.027 0.099
H -2.8607 -5.1337 2.0557 -0.022 -0.018 0.002
H 0.9439 -2.6575 -2.0133 -0.115 0.211 -0.253
H -0.7664 -3.1379 -2.2924 0.119 -0.007 -0.071
C -0.8951 -0.8747 6.1251 0.076 0.025 -0.142
N -0.7601 -1.5696 4.8604 0.198 0.073 0.136
C -0.8193 -0.9951 3.6311 -0.447 -0.217 -0.179
N -1.2817 0.2834 3.5421 0.224 0.072 0.090
O -0.5983 -1.6874 2.6301 0.278 0.172 -0.193
H -1.1682 -1.5972 6.8927 -0.034 0.030 0.005
H -1.6946 -0.1388 6.0531 -0.049 -0.041 0.046
H 0.0307 -0.3764 6.4201 -0.022 0.052 0.020
H -0.2147 -2.4156 4.8589 -0.046 -0.055 -0.077
H -1.0078 0.9256 4.2669 -0.013 0.039 -0.013
H -1.2569 0.6551 2.6014 -0.104 -0.003 -0.039
O 5.4875 4.7620 3.0542 -0.078 -0.088 -0.057
N 5.0922 4.2835 2.0028 0.319 0.372 -0.033
O 5.3275 4.7690 0.9072 -0.045 -0.093 0.062
C 4.3003 3.0825 2.0560 -0.272 -0.377 -0.008
C 3.8878 2.4767 0.8816 0.094 -0.057 -0.169
C 3.1345 1.3272 0.9185 0.235 0.551 1.175
C 2.6381 0.7480 2.1663 -0.099 -0.451 -0.059
O 1.8914 -0.2485 2.2246 0.458 0.413 0.464
C 3.1004 1.4575 3.3509 0.300 0.374 -0.760
C 3.9273 2.5574 3.2817 -0.160 -0.057 0.111
N 2.6813 1.0793 4.6762 -0.017 -0.157 0.892
O 3.2524 1.6054 5.6262 0.041 -0.007 -0.164
O 1.7795 0.2788 4.8285 -0.110 -0.025 -0.292
N 2.7696 0.7827 -0.3337 -0.392 -0.500 -1.158
O 2.4670 -0.4143 -0.4177 0.308 0.054 -0.008
O 2.7641 1.5008 -1.3170 0.159 0.188 0.027
H 4.1806 2.8878 -0.0731 -0.018 0.027 0.009
H 4.2582 3.0252 4.1956 -0.025 0.034 -0.006
C 1.0493 5.6003 -2.0602 0.050 -0.011 0.172
C 0.8786 5.1094 -0.6235 -0.185 -0.019 -0.178
C -0.5458 4.6180 -0.3445 0.145 -0.017 0.106
N -0.8799 3.4669 -1.1682 0.316 0.016 -0.208
C -0.4796 2.2282 -0.8864 -0.303 0.243 -0.003
S -0.0297 1.7865 0.6705 0.257 -0.416 0.195
N -0.4445 1.3295 -1.9248 0.105 -0.042 0.095
C -0.4784 1.6428 -3.2673 -0.198 0.021 -0.068
O -0.8311 2.7386 -3.6877 0.091 -0.062 0.074
C -0.0271 0.5828 -4.2082 0.165 -0.028 -0.230
C -0.3142 0.7775 -5.5596 -0.100 0.054 0.047
C 0.1612 -0.1009 -6.5149 0.017 -0.012 0.005
C 0.9282 -1.1919 -6.1259 -0.020 0.008 0.055
C 1.2191 -1.3882 -4.7851 0.075 -0.090 -0.074
C 0.7579 -0.4996 -3.8264 0.018 0.097 0.038
H 2.0493 6.0065 -2.2129 -0.002 -0.008 -0.030
H 0.3256 6.3879 -2.2844 0.010 0.006 -0.047
H 0.9071 4.7887 -2.7745 -0.014 0.013 -0.045
H 1.1115 5.9168 0.0748 0.010 -0.039 0.045
H 1.5687 4.2847 -0.4277 0.030 0.029 0.079
H -1.2680 5.4041 -0.5721 -0.029 -0.018 0.022
H -0.6491 4.3323 0.6998 -0.084 0.054 -0.002
H -1.0335 3.6257 -2.1620 -0.110 -0.002 -0.029
H -0.3470 0.3408 -1.6634 0.141 0.050 0.007
H -0.9061 1.6371 -5.8423 0.002 0.004 0.002
H -0.0501 0.0714 -7.5624 -0.046 -0.019 0.009
H 1.3094 -1.8834 -6.8668 -0.017 -0.002 -0.005
H 1.8261 -2.2335 -4.4872 -0.012 0.020 0.054
H 1.0534 -0.6408 -2.7977 -0.043 0.017 0.070
```
Positions in Å, forces in eV/Å.

Calculated values
- highest occupied orbital energy (alpha / beta) (eV) = -5.11 / -5.13
- HOMO-LUMO gap (alpha / beta) (eV) = 6.02 / 5.87
- spin multiplicity = 3
- E (a.u.) = -3425.91326
- molar mass (g/mol) = 858.15
- net charge = -1

***

No. 2
# C39H28AsCoF3N2OS

C39H28AsCoF3N2OS as an isolated structure in a non-equilibrium geometry (ωB97M-V/def2-TZVPD, the Open Molecules 2025 dataset).

The geometry in XYZ format:
```
76
Properties=species:S:1:pos:R:3:forces:R:3
Co 0.1907 1.4789 -0.9368 -0.658 -0.232 -0.186
N -6.4063 0.0735 2.0562 0.054 -0.002 -0.020
C -5.3980 0.2984 1.5486 -0.266 -0.047 0.179
C -4.1434 0.5825 0.9273 0.317 0.024 -0.141
C -3.3987 1.6944 1.3134 -0.055 0.031 0.039
C -2.1842 1.9621 0.6985 -0.215 -0.024 -0.053
C -1.6485 1.1300 -0.2948 0.528 0.304 -0.013
C -2.4280 0.0284 -0.6698 -0.133 0.014 -0.001
C -3.6506 -0.2472 -0.0815 -0.013 -0.031 0.036
H -3.7680 2.3397 2.1021 -0.051 0.031 -0.051
H -1.6617 2.8628 0.9986 0.112 -0.072 0.031
H -2.0842 -0.6276 -1.4613 0.052 -0.005 0.007
H -4.2307 -1.1075 -0.3925 -0.010 0.004 -0.004
F -3.8047 -2.7240 -8.2427 0.101 0.043 0.028
C -2.4659 -2.7085 -8.1230 -0.043 -0.128 -0.222
F -1.9690 -2.3087 -9.3155 -0.030 -0.019 0.111
F -2.0738 -3.9959 -7.9696 -0.019 0.130 -0.003
C -1.9895 -1.8502 -6.9944 -0.060 0.015 -0.014
C -0.6262 -1.8048 -6.7299 -0.026 -0.021 0.004
C -0.1598 -1.0761 -5.6529 -0.143 -0.024 -0.042
C -1.0511 -0.3819 -4.8243 -0.159 0.004 -0.012
C -2.4158 -0.3976 -5.1380 0.082 -0.051 -0.055
C -2.8832 -1.1272 -6.2160 0.082 -0.057 -0.054
C -0.6050 0.3086 -3.6588 0.212 0.241 0.048
C -0.3089 0.8980 -2.6300 -0.079 -0.378 -0.300
H 0.0605 -2.3411 -7.3727 0.019 -0.025 0.039
H 0.9029 -1.0389 -5.4496 0.022 0.044 -0.014
H -3.1001 0.1632 -4.5167 0.003 -0.005 0.024
H -3.9375 -1.1405 -6.4546 -0.007 -0.026 0.043
S 2.4948 1.5309 -1.5280 0.403 -0.064 0.236
C 2.6779 -0.1745 -1.5445 -0.501 0.989 -0.907
N 2.1800 -0.8397 -2.6263 0.624 -0.736 0.680
C 2.3557 -2.1691 -2.8062 -0.275 0.458 -0.183
C 3.0027 -2.9109 -1.8685 0.197 -0.415 0.261
C 3.4786 -2.2841 -0.7026 -0.153 0.541 -0.331
C 3.3307 -0.9213 -0.5641 0.378 -0.737 0.404
H 1.5877 -0.2898 -3.2492 -0.185 0.128 -0.080
H 1.9645 -2.5732 -3.7288 -0.087 -0.064 0.046
H 3.1513 -3.9692 -2.0231 -0.056 0.004 -0.050
H 3.9755 -2.8586 0.0668 0.015 -0.037 -0.001
H 3.7238 -0.3976 0.2955 -0.059 0.051 0.011
O 0.7657 2.0665 0.8061 0.115 0.333 0.139
As 0.8013 1.2400 2.2325 0.079 -0.073 0.499
C 0.2876 -0.6139 2.2191 0.053 0.025 0.115
C 0.1719 -1.2783 3.4399 0.020 0.151 -0.062
C -0.1966 -2.6129 3.4665 0.004 -0.080 0.053
C -0.4160 -3.2954 2.2768 0.018 0.066 -0.060
C -0.2481 -2.6473 1.0609 -0.007 -0.081 0.029
C 0.0983 -1.3062 1.0317 0.088 0.215 -0.059
C 2.6312 1.2713 2.8595 -0.114 -0.099 -0.059
C 3.2700 0.1197 3.3059 -0.121 0.045 -0.029
C 4.5844 0.1876 3.7458 0.001 -0.031 0.027
C 5.2544 1.4015 3.7436 0.035 -0.022 0.026
C 4.6274 2.5445 3.2677 -0.048 0.050 0.021
C 3.3180 2.4803 2.8201 -0.096 -0.009 -0.038
C -0.2689 2.2335 3.4958 -0.025 -0.129 -0.036
C -0.0532 3.6080 3.5422 0.124 -0.089 -0.065
C -0.8214 4.4024 4.3767 0.050 -0.011 0.022
C -1.7982 3.8232 5.1757 0.015 0.014 -0.010
C -2.0333 2.4587 5.1062 -0.076 -0.031 0.049
C -1.2769 1.6612 4.2605 0.119 -0.082 -0.086
H 0.3866 -0.7474 4.3609 -0.099 -0.080 0.055
H -0.3119 -3.1220 4.4142 0.013 0.001 0.004
H -0.7166 -4.3346 2.2959 0.019 -0.010 0.017
H -0.3961 -3.1827 0.1323 -0.035 0.014 -0.006
H 0.2128 -0.7886 0.0861 -0.071 -0.077 -0.036
H 2.7411 -0.8254 3.3062 0.069 -0.021 0.026
H 5.0802 -0.7088 4.0953 0.007 0.010 0.018
H 6.2679 1.4579 4.1185 0.028 -0.007 -0.057
H 5.1557 3.4884 3.2493 0.013 -0.004 -0.011
H 2.8274 3.3598 2.4234 0.079 0.034 -0.012
H 0.7083 4.0508 2.9123 -0.065 0.081 -0.010
H -0.6568 5.4713 4.3992 0.008 0.002 0.038
H -2.3765 4.4387 5.8518 -0.058 0.005 -0.045
H -2.8203 2.0110 5.6988 0.012 0.006 0.018
H -1.4838 0.6018 4.1823 -0.074 0.030 0.033
```
Positions in Å, forces in eV/Å.

Calculated values
- highest occupied orbital energy (alpha / beta) (eV) = -7.91 / -7.75
- HOMO-LUMO gap (alpha / beta) (eV) = 7.39 / 7.23
- spin multiplicity = 2
- E (a.u.) = -6003.95492
- molar mass (g/mol) = 763.58

***

No. 3
# C4H7N3

The molecule C4H7N3 in a non-equilibrium geometry (ωB97M-V/def2-TZVPD, the Open Molecules 2025 dataset).

The geometry in XYZ format:
```
14
Properties=species:S:1:pos:R:3:forces:R:3
C -0.6738 1.3901 -0.7588 0.122 0.476 -0.377
C -1.1444 -1.3663 0.7569 -3.126 -1.510 -1.354
N -0.0514 -0.8067 1.1518 3.449 2.360 0.774
C 1.0064 -0.3727 0.2701 -1.268 -0.647 0.778
N 2.1333 -0.9037 0.4403 0.452 0.735 -0.924
C 0.6618 0.6580 -0.9010 -0.689 -0.792 1.309
N 1.5420 0.7713 -1.7502 -0.168 0.275 -0.275
H -1.5171 0.8643 -1.2265 0.397 -0.030 0.133
H -0.5679 2.3528 -1.2599 -0.070 -0.046 -0.010
H -0.9342 1.5870 0.2902 0.253 -0.248 -0.258
H -1.2236 -1.6706 -0.2805 -0.067 -0.068 0.232
H -1.9564 -1.5232 1.4561 0.122 0.062 -0.196
H 0.0264 -0.5157 2.1228 0.253 -0.196 -0.363
H 2.6988 -0.4645 -0.3112 0.339 -0.372 0.531
```
Positions in Å, forces in eV/Å.

Calculated values
- highest occupied orbital energy (alpha / beta) (eV) = -9.59 / -6.34
- HOMO-LUMO gap (alpha / beta) (eV) = 9.98 / 5.38
- E (a.u.) = -320.73444
- molar mass (g/mol) = 97.12